1.
Density functional theory data (the ωB97M-V functional and the def2-TZVPD basis) for C34H37ClF2KN3O2 as an isolated structure in a non-equilibrium geometry.

Structure (XYZ):
```
80
C34H37ClF2KN3O2 | OMol25 | the ωB97M-V functional and the def2-TZVPD basis
C 4.7751 1.5513 -2.2757
H 5.1567 0.7392 -2.8911
C 3.4704 1.9756 -0.1713
C 0.3282 2.9821 1.8438
H -4.9774 -1.1808 4.5930
C -1.6978 -2.3949 3.0868
C 4.4038 2.7880 0.4520
C -0.1186 1.6398 2.4047
C -0.6918 3.4996 0.7901
C -3.5817 -1.0958 2.9596
H -4.1771 -0.3626 2.3711
H -0.7971 2.7709 -0.0305
H -1.6864 3.5982 1.2410
C -0.7613 -0.7022 -3.7467
H 4.0730 2.0761 -2.9025
C 1.7284 2.8936 1.2665
H 1.6121 -5.5532 2.4827
H 5.4639 2.6757 0.1783
C -4.3468 2.5092 1.1278
C 0.5387 1.0198 -4.1901
C -4.0069 -1.5044 4.2093
O -3.9802 1.3225 1.0519
H 2.3690 4.4577 2.5636
H 4.7306 4.3747 1.8873
C -1.5290 -2.0130 -3.9452
F -0.5523 -4.9450 3.5893
H 0.0484 -3.0169 -5.0926
H 1.1272 1.8190 -4.6539
H -4.2449 2.1559 3.2777
C 0.2199 -1.9778 1.4972
H 5.0460 -0.9399 -0.8813
H -1.2821 -4.0338 -4.5420
C -2.2469 -2.3711 -2.6101
C 1.9111 -3.7375 1.3027
C 2.6768 3.7366 1.7907
H -3.2365 -2.6963 -5.1461
H -0.0206 -3.4999 -3.3950
H 1.9349 2.2220 -2.3845
H -1.4028 -3.5263 4.9073
H -0.3962 4.4642 0.4202
C -3.2241 -2.3985 4.9261
H -2.9497 -3.2488 -2.7730
H 1.9924 -1.8625 0.2332
C 1.2723 -4.5539 2.1940
N -2.4596 -1.5658 2.4024
K -1.4959 -0.2238 -0.0284
C 4.8493 -0.0385 -0.2918
N -0.3728 -0.2899 -2.5213
C -0.4131 -2.8105 2.4499
H -3.1951 -0.9409 -4.8501
C -0.6076 -3.2217 -4.2717
H -0.3565 -0.0907 -5.8367
C 2.1200 2.0744 0.2002
C -2.5776 -1.8377 -5.0336
H 4.2378 -0.2985 0.5706
C -2.0406 -2.8441 4.3764
O -4.5321 3.3750 0.2642
C 0.1108 -4.0528 2.7273
H -1.1728 1.6699 2.6775
H -5.8635 2.4238 2.6316
C -4.8194 2.7245 2.5722
H 0.5092 1.3606 3.2772
H -1.5311 -2.6742 -1.8554
H 3.1821 0.2980 -1.4919
H 5.7711 0.4040 0.0460
H -3.6012 -2.8528 5.8543
F 3.0512 -4.2158 0.6953
C -0.2527 0.0873 -4.7772
C 1.4432 -2.4677 0.9663
C 4.0296 3.7097 1.4302
Cl -4.8353 4.4721 3.1061
N 1.1630 1.3734 -0.5894
H 5.5998 2.2267 -2.0064
C 0.4146 0.7890 -2.8127
C 4.0019 0.9037 -1.1011
H 0.0166 0.8704 1.6724
H -2.0976 -1.6804 -6.0348
H -2.8446 -1.5290 -2.2225
H 0.3661 3.7232 2.6516
C 1.2321 1.4931 -1.8629
```

Output
**ΔE to the lowest compared entry with this formula, charge and spin**: 0.000 eV
**Net charge**: -2
**HOMO**: -1.926 eV
**2S+1**: 1
**E**: -78708.3139 eV
**HOMO-LUMO gap**: 6.23 eV

Mulliken population analysis, charges in e, atoms 1 to 8: -1.59 0.45 -0.07 0.29 0.35 0.08 -0.36 -0.66


2.
Density functional theory data (the ωB97M-V functional and the def2-TZVPD basis) for a 12-piece molecular cluster, C13H50N8O12 overall in a non-equilibrium geometry.

Structure (XYZ):
```
83
C13H50N8O12 | OMol25 | the ωB97M-V functional and the def2-TZVPD basis
C -0.4690 5.5687 -1.7209
H -1.2210 5.6301 -0.9342
H 5.8713 0.9534 -1.5617
H -6.4815 -2.4974 1.4456
O -5.6514 4.2690 3.0066
H -6.0236 1.8946 -2.0035
O -4.4705 1.3668 -0.9742
O -2.4348 -5.1530 3.8533
H -3.3051 4.1524 5.0365
O -0.2589 0.5137 -0.3201
H -4.8879 1.0952 -3.0666
H 3.6672 -4.1011 -2.2179
H -4.7180 -1.2353 0.7057
O -0.5276 4.4036 -2.5325
H 0.4516 5.6856 -1.1492
H 6.2011 -2.1566 4.5795
O -1.1118 1.6741 6.0019
O 2.7923 3.5693 -7.9514
H -0.9879 -1.8278 -5.4601
O -4.5728 -2.0448 1.2009
H 6.8175 2.5069 -1.8110
H 0.1766 0.0817 6.2931
H 2.9061 1.6695 -5.4568
H -2.4530 -4.3660 5.6842
C 5.5439 -2.7421 3.9365
H 5.8720 1.8192 -3.0559
N 0.0160 -1.3350 0.9069
N 2.9174 1.9306 -6.4324
N -4.1628 4.5250 4.6549
N 1.7431 -0.4710 -0.1873
N 2.9305 4.0120 -5.7512
H -0.4878 3.5621 -2.0721
H -1.3009 0.6808 -6.6606
H -0.7831 0.0435 4.8676
H 0.5554 -2.0705 1.3406
C -5.6565 -2.8259 0.8135
C 0.4443 -0.4009 0.0993
H -4.7192 2.7934 -2.5449
H -1.5284 0.5337 -4.8293
H -3.2026 -4.6284 3.6145
N -3.7248 3.2399 3.0853
H 1.0212 -5.3070 -3.6387
O 1.2487 -5.7864 -1.3273
C -4.6029 4.0458 3.5378
H -3.8110 2.7510 2.2057
H -0.9931 -1.3059 0.9381
C 1.9998 -5.1348 -1.9862
H -4.7975 5.1104 5.1789
H 2.1290 -1.3522 0.1202
O -0.5591 -1.0619 -5.8488
H -3.0638 2.8872 3.7626
H -1.1211 -5.4480 5.3779
H -0.6683 6.5346 -2.1849
H 4.2687 -1.1833 3.1212
H -5.8988 -2.7356 -0.2454
N 1.8917 -4.9772 -3.2470
O 3.4269 -3.1715 2.9585
C 2.8195 3.2058 -6.7597
C -1.4995 0.0407 -5.8010
H 3.2241 -3.8047 3.6510
C -1.7070 -4.6407 4.9385
H 5.4360 -3.6766 4.4872
C 5.8881 1.9617 -1.9754
H 4.8051 2.6731 -0.4752
C -4.9619 1.7809 -2.2225
H 3.6540 -1.9373 4.6244
H 6.0633 -2.8836 2.9888
H 2.9832 1.3191 -7.2335
H -3.5188 1.2744 -1.0593
C 4.1413 -2.1186 3.6663
H -2.5021 -0.3326 -6.0100
C -0.8248 0.3049 5.9250
H 2.0450 0.2438 -0.8339
H -5.3486 -3.8704 0.8614
O 4.7863 2.7524 -1.4317
H -1.6144 -0.2647 6.4149
H 3.1966 -4.4347 -0.5567
H 2.4617 -4.2200 -3.5960
N 2.9965 -4.4469 -1.5466
H 2.9924 5.0031 -5.9351
H -1.4624 1.8786 6.8719
H 2.8468 3.7752 -4.7729
H -1.1354 -3.7672 4.6247
```

Output
**ΔE to the lowest compared entry with this formula, charge and spin**: 8.037 eV
**Structure (SMILES)**: NC(N)=O.NC(N)=O.NC(N)=O.NC(N)=O.CCO.CO.CO.CO.CO.CO.CO.CO
**HOMO**: -9.458 eV
**2S+1**: 1
**E**: -50779.5055 eV
**HOMO-LUMO gap**: 9.27 eV

Mulliken population analysis, charges in e, atoms 1 to 8: -0.62 0.26 0.25 0.29 -0.65 0.26 -0.44 -0.51